# H12S6

6 unconnected molecules or ions with the total composition H12S6 (ωB97M-V with the def2-TZVPD basis set, OMol25).

Structure (XYZ):
```
18
Properties=species:S:1:pos:R:3:forces:R:3:nbo_charge:R:1
S 3.707 -0.440 2.055 0.1433 0.0500 -0.0136 -0.291
H 2.490 0.108 2.025 -0.0805 0.0033 -0.0239 0.146
H 3.236 -1.688 1.976 -0.0580 -0.0407 0.0222 0.141
S 4.048 3.400 1.834 -0.0688 0.0399 -0.1384 -0.282
H 4.806 2.599 2.582 0.1343 -0.1184 0.0774 0.144
H 3.333 3.782 2.894 -0.0706 0.0654 0.0756 0.141
S 1.475 -1.800 -6.128 -0.4086 0.1858 -0.2132 -0.290
H 2.042 -1.102 -5.141 0.1783 -0.1238 0.0553 0.145
H 2.353 -2.800 -6.112 0.2227 -0.0505 0.1596 0.146
S -3.099 4.414 5.023 0.2168 0.6539 0.6535 -0.286
H -4.121 3.925 4.335 0.0412 -0.4073 -0.3683 0.143
H -2.114 3.653 4.541 -0.2584 -0.2471 -0.2847 0.143
S -3.290 -0.582 -6.411 -0.1247 -0.1154 -0.1663 -0.285
H -1.966 -0.388 -6.411 0.0011 0.0556 0.1223 0.144
H -3.498 0.086 -5.273 0.1320 0.0493 0.0440 0.140
S -2.868 -4.561 3.259 0.1360 -0.0107 0.1343 -0.283
H -4.069 -4.790 2.725 -0.0808 0.0160 -0.0954 0.142
H -2.463 -3.815 2.226 -0.0553 -0.0053 -0.0404 0.141
```
Forces are in eV/Å.

The orbital gap comes out at 10.10 eV. The calculation puts the molecular weight at 204.50 g mol⁻¹. As for the spin multiplicity: 1. Its charge is 0. The structure (SMILES) is S.S.S.S.S.S. Its electronic energy is -65205.09111 eV.



# H13NO5

6 unconnected molecules or ions with the total composition H13NO5 in a non-equilibrium geometry (ωB97M-V with the def2-TZVPD basis set, OMol25).

Structure (XYZ):
```
19
Properties=species:S:1:pos:R:3:forces:R:3:nbo_charge:R:1
N -0.419 0.110 -1.937 0.0012 -0.3767 -0.8473 -1.099
H 0.490 -0.348 -1.935 -0.1028 -0.2746 0.5335 0.377
H -0.450 0.413 -2.911 -0.3204 0.4130 0.2476 0.363
H -1.128 -0.620 -1.881 0.2108 -0.1887 0.1838 0.391
H 0.811 -0.222 2.301 -0.1488 0.1916 0.1600 0.475
H 0.249 0.049 0.884 0.1296 0.2715 0.1380 0.482
O 0.904 -0.455 1.378 0.0720 -0.4928 -0.3053 -0.958
H 1.968 3.198 2.501 0.1513 0.1928 -0.3551 0.457
H 1.825 2.420 1.218 -0.1720 0.0680 -0.3649 0.484
O 2.166 3.256 1.554 -0.0146 -0.1712 0.6692 -0.942
H -0.561 1.368 -0.521 0.4047 0.5771 -0.5934 0.492
H -0.609 2.912 -0.441 -0.2797 0.4589 -0.1679 0.475
O -0.152 2.154 -0.096 0.0549 -0.8529 0.7266 -0.999
H -2.024 -0.957 0.562 -0.2542 -0.4564 -0.2489 0.468
H -2.575 -2.378 0.314 0.1013 -0.3382 0.2165 0.478
O -2.441 -1.530 -0.102 0.0982 0.8517 -0.0018 -0.944
H 0.645 -2.612 0.320 0.2118 0.0805 0.1265 0.487
H 0.892 -3.790 -0.666 0.0480 0.1422 0.1960 0.470
O 0.408 -2.967 -0.541 -0.1913 -0.0957 -0.3132 -0.958
```
Forces are in eV/Å.

The orbital gap comes out at 10.92 eV. The calculation puts the molecular weight at 107.11 g mol⁻¹. As for the spin multiplicity: 1. Its charge is 0. The structure (SMILES) is N.O.O.O.O.O. Its electronic energy is -11938.82706 eV.



# H13NO5

6 unconnected molecules or ions with the total composition H13NO5 in a non-equilibrium geometry (ωB97M-V with the def2-TZVPD basis set, OMol25).

Structure (XYZ):
```
19
Properties=species:S:1:pos:R:3:forces:R:3:nbo_charge:R:1
N -0.374 -1.109 -2.129 0.5285 -0.0259 -0.2537 -1.113
H -0.272 -1.431 -1.166 0.1424 0.0521 -0.1591 0.393
H -0.494 -1.937 -2.698 -0.4290 -0.0903 -0.0038 0.365
H 0.529 -0.757 -2.441 -0.0046 0.1407 0.3505 0.372
H -0.286 -1.547 1.668 0.1798 -0.1072 -0.3572 0.480
H 1.131 -1.701 1.161 0.1282 0.1036 0.0160 0.490
O 0.218 -1.714 0.854 -0.2758 0.0932 0.4617 -0.964
H -1.828 0.940 2.427 0.8607 0.6047 -0.2923 0.478
H -1.135 0.609 1.132 0.1033 0.9464 0.4139 0.486
O -1.049 1.232 1.897 -0.9596 -1.5261 -0.3576 -0.960
H -1.591 0.348 -1.651 -0.0950 -0.6737 0.0387 0.493
H -2.790 1.215 -1.816 -0.7026 0.7328 -0.4736 0.463
O -2.390 0.646 -1.179 0.6585 -0.2146 0.5207 -0.980
H 2.084 0.381 -0.535 -0.1807 -0.0156 0.2385 0.476
H 0.936 1.269 -1.092 0.4502 -0.2111 0.1205 0.474
O 1.873 1.037 -1.203 -0.3023 0.2507 -0.2741 -0.949
H 1.069 0.876 2.011 -0.0717 -0.1834 0.3292 0.493
H 2.497 1.190 2.408 0.0060 -0.2481 0.0549 0.474
O 1.875 0.452 2.352 -0.0363 0.3717 -0.3734 -0.971
```
Forces are in eV/Å.

The orbital gap comes out at 10.88 eV. The calculation puts the molecular weight at 107.11 g mol⁻¹. As for the spin multiplicity: 1. Its charge is 0. The structure (SMILES) is N.O.O.O.O.O. Its electronic energy is -11939.05897 eV.



# H13O6

6 unconnected molecules or ions with the total composition H13O6 in a non-equilibrium geometry (ωB97M-V with the def2-TZVPD basis set, OMol25).

Structure (XYZ):
```
19
Properties=species:S:1:pos:R:3:forces:R:3:nbo_charge:R:1
O -3.141 4.800 -0.368 -0.4372 -0.1721 -0.0221 -0.957
H -3.974 4.500 -0.755 0.1862 -0.0778 -0.2565 0.481
H -3.454 5.427 0.288 0.2419 0.3326 0.2459 0.485
O -2.172 2.268 0.305 0.0200 0.3731 0.0001 -0.992
H -2.939 2.464 0.856 -0.0168 -0.4380 0.0977 0.490
H -2.018 3.161 -0.048 0.1173 -0.1555 -0.1699 0.515
O -0.439 0.208 0.863 -0.0324 -0.5966 -1.1077 -0.963
H -1.007 0.835 0.381 -0.4772 0.6275 0.7927 0.543
H -0.408 0.376 1.806 -0.0894 0.1238 -0.0159 0.531
O 0.622 -3.551 -1.026 -0.2095 0.0467 0.0490 -0.950
H -0.323 -3.721 -0.933 0.0148 -0.0440 -0.0691 0.504
H 1.057 -4.393 -0.853 0.2290 0.1103 0.0596 0.521
O 4.220 -2.692 0.797 0.0866 0.2608 -0.1030 -0.942
H 5.167 -2.832 0.909 -0.0473 -0.2341 0.0245 0.480
H 4.166 -1.737 0.693 -0.0899 -0.0050 0.0544 0.463
O 1.019 -1.073 -0.586 -0.3139 -0.0076 0.3560 -0.852
H 1.016 -2.075 -0.729 -0.0949 -0.2181 -0.3411 0.556
H 1.390 -0.521 -1.283 -0.0231 -0.1789 -0.1701 0.542
H 0.190 -0.643 -0.048 0.9360 0.2530 0.5755 0.545
```
Forces are in eV/Å.

The orbital gap comes out at 11.25 eV. The calculation puts the molecular weight at 109.10 g mol⁻¹. As for the spin multiplicity: 1. Its charge is +1. Its electronic energy is -12489.76250 eV.



# H13O6S

7 unconnected molecules or ions with the total composition H13O6S in a non-equilibrium geometry (ωB97M-V with the def2-TZVPD basis set, OMol25).

Structure (XYZ):
```
20
Properties=species:S:1:pos:R:3:forces:R:3:nbo_charge:R:1
S 1.850 -1.644 0.298 -0.0238 0.0245 1.4646 -1.063
H 2.091 -1.940 1.649 -0.2096 0.2519 -1.3451 0.120
H 1.528 0.794 1.270 -0.1166 -0.4905 -0.5760 0.509
H 1.329 1.502 2.568 -0.1027 0.2382 -0.3376 0.458
O 1.106 1.591 1.626 0.2319 0.0786 0.9311 -0.976
H -1.375 -0.184 -0.986 0.0138 0.0107 -0.0603 0.488
H -1.955 1.001 -0.281 0.0809 -0.0142 0.0167 0.489
O -1.631 0.732 -1.156 -0.1481 0.0418 0.2973 -0.980
H 1.693 1.318 -1.621 0.3495 -0.1384 0.1096 0.461
H 0.333 1.627 -1.056 -0.1933 0.0341 -0.4719 0.497
O 0.939 1.887 -1.772 -0.0190 0.0543 0.1784 -0.965
H -1.917 -2.326 0.691 0.0350 0.0059 0.0028 0.469
H -0.529 -1.671 0.799 0.3957 0.1014 -0.1545 0.516
O -1.488 -1.482 0.860 -0.1255 -0.2939 0.0785 -1.010
H -1.724 0.111 1.994 0.3358 -0.0877 -0.2678 0.497
H -0.887 1.436 2.001 0.4774 -0.3024 -0.2362 0.493
O -1.769 1.069 1.903 -0.9199 0.5194 0.2364 -1.003
H 1.000 -1.513 -2.221 -0.4209 -0.5112 -0.3085 0.488
H 0.833 -0.725 -3.464 -0.3401 -0.0899 -0.1866 0.465
O 0.573 -1.584 -3.102 0.6997 0.5675 0.6291 -0.954
```
Forces are in eV/Å.

The orbital gap comes out at 7.70 eV. The calculation puts the molecular weight at 141.16 g mol⁻¹. As for the spin multiplicity: 1. Its charge is -1. Its electronic energy is -23333.94711 eV.



# H13O6S

8 unconnected molecules or ions with the total composition H13O6S in a non-equilibrium geometry (ωB97M-V with the def2-TZVPD basis set, OMol25).

Structure (XYZ):
```
20
Properties=species:S:1:pos:R:3:forces:R:3:nbo_charge:R:1
S -3.993 -0.012 -1.304 3.4666 -1.3603 -0.0290 -0.847
H -2.209 -0.694 -1.317 -3.4398 1.1292 -0.2310 -0.067
H -2.256 0.047 0.170 -0.0183 0.3855 0.5776 0.510
H -2.663 0.900 1.352 -0.1234 0.1444 -0.2227 0.481
O -1.874 0.490 0.984 0.1161 -0.2726 0.1483 -1.050
H 2.284 -1.394 -3.129 -0.0805 0.1416 0.1478 0.465
H 2.005 -0.099 -2.330 0.0976 -0.5847 -0.2920 0.501
O 2.709 -0.737 -2.569 0.3067 0.2399 -0.0515 -0.986
H -0.501 -1.296 3.414 -0.2759 -0.0275 -0.2048 0.473
H -1.100 -0.090 2.583 0.0654 -0.4171 -0.3583 0.516
O -0.412 -0.361 3.222 0.4088 0.3538 0.2934 -0.996
H 4.184 -0.481 -0.397 0.1463 -0.0257 -0.0730 0.474
H 3.518 0.061 0.835 0.0696 0.0775 0.2453 0.492
O 4.396 -0.162 0.489 -0.1951 -0.0854 -0.2525 -0.979
H -0.355 0.234 -1.158 -0.0128 0.1670 -0.3784 0.506
H 1.026 0.085 -0.585 0.2951 -0.1334 0.4493 0.484
O 0.580 0.330 -1.397 -0.5408 0.2157 0.2678 -0.976
H 1.223 0.070 2.192 0.2378 -0.0985 -0.0413 0.511
H 1.241 1.235 1.275 0.2339 0.1832 -0.1507 0.481
O 1.825 0.524 1.567 -0.7573 -0.0324 0.1556 -0.993
```
Forces are in eV/Å.

The orbital gap comes out at 7.19 eV. The calculation puts the molecular weight at 141.16 g mol⁻¹. As for the spin multiplicity: 1. Its charge is -1. Its electronic energy is -23331.94910 eV.



Question: Which of these has the highest molecular weight?
Answer: H12S6



Question: What is the formula in the fifth record?
Answer: H13O6S



Question: The highest charge belongs to which entry?
Answer: H13O6